Computed, not measured: a structure of composition C15H13BrN4OV, with ωB97M-V/def2-TZVPD.

Positions of all 35 atoms, in Å:
V  -0.648528  -0.387973  -0.008783
N  0.992825  0.107847  -2.838688
C  1.397871  -1.026963  -2.165943
C  2.361765  -1.840852  -2.789355
C  2.770920  -2.987696  -2.166058
C  2.241493  -3.325097  -0.909695
C  1.335856  -2.476364  -0.353912
N  0.890115  -1.345334  -0.972704
C  0.116089  1.128437  -2.531750
C  -0.022283  2.168268  -3.469711
C  -0.900271  3.185506  -3.213742
C  -1.632829  3.189006  -2.015462
C  -1.426141  2.167147  -1.142270
N  -0.580275  1.126577  -1.392458
H  1.439203  0.221044  -3.736140
H  2.761122  -1.554692  -3.752921
H  3.501643  -3.627699  -2.641564
H  2.545929  -4.220454  -0.389268
H  0.898570  -2.671859  0.619984
H  0.559837  2.147622  -4.381055
H  -1.024498  3.983351  -3.933236
H  -2.330567  3.978588  -1.781144
H  -1.950209  2.117206  -0.193179
O  -1.733132  -0.002030  6.038923
C  -1.350155  0.009970  4.776085
C  -0.178856  0.628129  4.316747
C  0.119102  0.577018  2.978714
N  -0.673365  -0.047284  2.081649
C  -1.777996  -0.622484  2.560801
Br  -2.797743  -1.467333  1.163245
C  -2.189856  -0.645743  3.859342
H  -1.119065  0.462810  6.622094
H  0.489260  1.141190  4.994838
H  1.012905  1.041157  2.583982
H  -3.098737  -1.131017  4.182634

Cartesian forces, eV/Å:
0.20 0.14 0.14
-0.01 -0.01 -0.03
0.09 -0.06 -0.06
-0.07 0.03 0.08
0.00 -0.01 -0.01
0.08 0.06 0.00
-0.13 -0.01 -0.03
-0.12 0.07 -0.02
0.00 0.09 -0.09
-0.02 -0.05 0.09
-0.01 0.00 -0.01
0.09 0.04 0.00
-0.07 -0.11 -0.01
0.00 -0.14 0.01
0.00 0.00 0.01
0.01 -0.01 0.00
0.00 -0.01 0.01
0.01 0.01 0.01
0.03 -0.05 0.00
0.00 0.01 -0.01
-0.01 0.01 0.01
0.01 0.01 0.01
-0.03 0.04 -0.02
-0.03 -0.03 -0.10
-0.05 0.00 0.14
0.02 -0.01 -0.11
-0.02 -0.01 -0.01
0.03 0.01 -0.04
-0.16 -0.10 -0.03
-0.02 0.00 0.05
0.12 0.05 -0.10
0.04 0.04 0.07
-0.01 0.00 0.03
0.00 0.01 0.03
0.00 0.00 0.01

**Charge**: +2
**E_LUMO (alpha / beta)**: -6.2 / -6.1 eV
**E_tot**: -119489.9208 eV
**HOMO (alpha / beta)**: -14.58 / -14.05 eV
**2S+1**: 2
**Frontier orbital gap (alpha / beta)**: 8.4 / 8.0 eV
**Energy relative to the best compared isomer or geometry (same formula, charge and spin)**: 2.0 kcal/mol